No. 1
Below is a 3-piece molecular cluster, C16H26F9N2O6 overall, with properties calculated with ωB97M-V/def2-TZVPD.

Each line ends with the natural charge from an NBO analysis.
Element x y z (Å)
1 C 4.90 -1.75 1.71  -0.63
2 C 4.61 -2.34 0.32  -0.05
3 O 3.24 -2.63 0.16  -0.58
4 C 2.53 -1.79 -0.80  -0.09
5 C 1.74 -0.65 -0.22  -0.47
6 C 1.71 0.53 -1.19  -0.40
7 C 1.96 1.96 -0.63  -0.44
8 C 1.41 2.22 0.75  0.04
9 F 0.02 2.46 0.69  -0.41
10 C 0.33 -1.12 0.14  -0.44
11 C -0.12 -0.77 1.55  -0.06
12 O -1.47 -1.24 1.85  -0.55
13 C -2.46 -0.44 1.32  -0.12
14 C -3.36 -1.25 0.36  0.62
15 F -2.70 -2.21 -0.31  -0.31
16 F -4.33 -1.89 1.11  -0.35
17 C -4.17 -0.38 -0.64  0.58
18 F -5.29 -1.01 -1.03  -0.31
19 F -4.56 0.74 0.03  -0.32
20 C -3.43 0.12 -1.91  0.57
21 F -2.39 0.89 -1.55  -0.29
22 F -4.32 0.91 -2.57  -0.33
23 C -2.95 -0.92 -2.96  0.53
24 F -1.69 -1.32 -2.71  -0.30
25 F -3.76 -2.01 -2.96  -0.33
26 H 4.74 -0.67 1.69  0.21
27 H 5.93 -1.96 2.01  0.18
28 H 4.20 -2.20 2.42  0.21
29 H 5.19 -3.27 0.18  0.14
30 H 4.96 -1.63 -0.44  0.16
31 H 3.25 -1.42 -1.55  0.14
32 H 1.88 -2.52 -1.33  0.12
33 H 2.48 0.39 -1.97  0.19
34 H 0.75 0.58 -1.75  0.14
35 H 3.03 2.21 -0.65  0.21
36 H 1.47 2.69 -1.29  0.18
37 H 1.85 3.12 1.19  0.14
38 H 1.61 1.37 1.42  0.19
39 H 0.24 -2.22 0.06  0.19
40 H -0.40 -0.70 -0.58  0.15
41 H 0.52 -1.26 2.29  0.19
42 H -0.12 0.30 1.73  0.17
43 H -2.08 0.45 0.81  0.22
44 H -3.15 -0.09 2.10  0.18
45 H -2.99 -0.44 -3.94  0.14
46 C -5.22 -1.28 4.65  -0.49
47 N -4.36 -0.71 5.73  0.54
48 O -3.97 0.43 5.60  -0.37
49 O -4.11 -1.43 6.67  -0.39
50 H -5.36 -0.52 3.89  0.23
51 H -4.71 -2.15 4.26  0.25
52 H -6.16 -1.55 5.12  0.23
53 C 3.56 4.59 -4.50  -0.49
54 N 3.61 3.39 -3.62  0.53
55 O 4.09 3.52 -2.52  -0.37
56 O 3.14 2.37 -4.08  -0.37
57 H 4.00 5.42 -3.96  0.22
58 H 4.12 4.35 -5.40  0.23
59 H 2.52 4.77 -4.74  0.23

Computed properties:
Spin multiplicity = 1
Net charge = -1
HOMO = -1.82 eV
Calculated total energy = -56728.725 eV
Kohn-Sham gap = 0.14908 Eh



No. 2
Below is one molecule with the formula H5N3S at a distorted geometry, with properties calculated with ωB97M-V/def2-TZVPD.

Each line ends with the natural charge from an NBO analysis.
Element x y z (Å)
1 N 0.01 1.25 0.09  -0.66
2 N 0.21 0.04 -0.40  -0.22
3 N -0.92 -1.11 0.33  -0.76
4 S 1.86 -0.58 0.13  0.10
5 H -0.68 1.93 -0.28  0.38
6 H -0.13 1.08 1.15  0.33
7 H -1.85 -0.77 0.12  0.34
8 H -0.72 -1.96 -0.15  0.35
9 H 2.23 0.11 -0.98  0.13

Computed properties:
Spin multiplicity = 1
Energy above the lowest of the compared OMol25 structures with the same formula, charge and spin = 52.58 kcal/mol
HOMO = -8.71 eV
SMILES = NN(N)S
Calculated total energy = -15382.849 eV
Kohn-Sham gap = 0.34491 Eh



No. 3
Below is a 14-piece molecular cluster, C22H71N5O14S overall at a distorted geometry, with properties calculated with ωB97M-V/def2-TZVPD.

Each line ends with the Mulliken charge.
Element x y z (Å)
1 N 4.53 2.12 0.11  -0.82
2 C 3.66 1.69 0.91  0.36
3 N 3.81 0.51 1.67  -0.40
4 N 2.49 2.38 1.07  0.40
5 C 2.09 2.57 2.47  -1.67
6 C 0.63 3.04 2.71  -0.48
7 C -0.23 3.32 1.48  0.47
8 C -1.70 2.86 1.75  -0.70
9 C -2.07 1.58 0.97  2.56
10 N -2.56 1.92 -0.37  -0.83
11 C -0.99 0.51 1.00  -0.46
12 C -1.56 -0.86 1.43  -0.12
13 S -1.07 -2.08 0.14  -0.09
14 N -2.97 -0.64 1.60  -0.23
15 C -3.28 0.76 1.53  -1.43
16 O -4.36 1.08 1.86  -0.52
17 H 5.31 1.47 0.08  0.28
18 H 4.78 0.23 1.71  0.27
19 H 3.21 -0.24 1.36  0.15
20 H 2.64 3.28 0.62  0.06
21 H 2.77 3.30 2.91  0.35
22 H 2.24 1.66 3.03  0.56
23 H 0.17 2.35 3.40  0.09
24 H 0.71 3.97 3.26  0.61
25 H -0.29 4.38 1.30  0.33
26 H 0.09 2.80 0.59  -0.18
27 H -2.37 3.65 1.47  0.06
28 H -1.86 2.66 2.81  0.07
29 H -1.78 2.16 -0.97  0.31
30 H -3.19 2.72 -0.30  0.35
31 H -0.52 0.60 0.02  0.37
32 H -0.18 0.74 1.69  -0.17
33 H -0.99 -1.08 2.32  0.36
34 H 0.23 -1.79 0.01  0.09
35 H -3.16 -0.90 2.56  0.35
36 C -5.81 3.92 0.84  -0.49
37 O -4.52 4.51 0.64  -0.44
38 H -5.65 2.97 1.34  0.17
39 H -6.42 4.57 1.47  0.33
40 H -6.31 3.76 -0.11  0.24
41 H -4.64 5.35 0.21  0.25
42 C -2.74 1.75 5.86  -0.26
43 O -3.83 2.38 5.21  -0.49
44 H -2.48 2.35 6.74  0.24
45 H -3.01 0.75 6.19  0.25
46 H -1.87 1.70 5.20  -0.01
47 H -4.05 1.85 4.44  0.29
48 C -9.85 3.37 -0.76  -0.54
49 O -8.47 3.04 -0.76  -0.45
50 H -9.98 4.26 -0.15  0.22
51 H -10.20 3.58 -1.77  0.25
52 H -10.45 2.56 -0.33  0.25
53 H -8.36 2.25 -1.30  0.27
54 C -0.27 -5.77 -1.86  -0.43
55 O 0.09 -4.45 -2.26  -0.40
56 H -0.79 -5.71 -0.91  0.22
57 H -0.93 -6.23 -2.60  0.18
58 H 0.63 -6.39 -1.74  0.17
59 H 0.55 -4.51 -3.10  0.22
60 C 2.74 -2.32 -4.65  -0.43
61 O 2.18 -3.06 -3.57  -0.39
62 H 2.25 -2.64 -5.56  0.23
63 H 2.57 -1.25 -4.51  0.10
64 H 3.81 -2.51 -4.74  0.27
65 H 2.61 -2.77 -2.76  0.24
66 C 8.25 -0.57 0.66  -0.37
67 O 7.16 0.18 0.10  -0.50
68 H 8.56 -0.07 1.57  0.24
69 H 7.93 -1.59 0.89  0.04
70 H 9.09 -0.60 -0.04  0.28
71 H 6.89 -0.27 -0.71  0.27
72 C 1.78 -8.56 -3.73  -0.31
73 O 1.79 -8.39 -2.31  -0.48
74 H 1.21 -7.74 -4.16  -0.01
75 H 2.80 -8.53 -4.13  0.28
76 H 1.31 -9.51 -4.00  0.27
77 H 2.30 -9.11 -1.93  0.27
78 C 1.64 1.52 -2.86  -0.62
79 O 0.85 1.31 -1.70  -0.43
80 H 1.05 1.23 -3.73  0.28
81 H 1.91 2.58 -2.96  0.22
82 H 2.55 0.92 -2.83  0.21
83 H 1.37 1.57 -0.93  0.04
84 C -4.00 -4.42 2.58  -0.62
85 O -2.71 -3.91 2.31  -0.47
86 H -3.89 -5.35 3.12  0.23
87 H -4.57 -3.72 3.20  0.25
88 H -4.55 -4.60 1.66  0.27
89 H -2.82 -3.08 1.83  0.26
90 C -1.35 -7.19 -6.10  -0.55
91 O -0.06 -6.68 -6.41  -0.49
92 H -1.23 -8.13 -5.57  0.21
93 H -1.90 -6.49 -5.45  0.26
94 H -1.93 -7.36 -7.01  0.32
95 H -0.17 -5.85 -6.87  0.28
96 C 5.81 -3.58 1.62  -0.44
97 O 7.23 -3.56 1.52  -0.53
98 H 5.43 -2.68 1.14  0.10
99 H 5.40 -4.46 1.12  0.29
100 H 5.50 -3.58 2.67  0.27
101 H 7.57 -4.35 1.96  0.29
102 C 2.86 6.10 1.09  -0.41
103 O 2.09 5.90 2.27  -0.46
104 H 2.25 5.78 0.24  0.03
105 H 3.11 7.16 0.97  0.31
106 H 3.78 5.51 1.12  0.32
107 H 2.63 6.18 3.02  0.27
108 C -0.88 6.44 -0.91  -0.42
109 O 0.50 6.12 -0.97  -0.46
110 H -0.99 7.34 -0.31  0.27
111 H -1.28 6.64 -1.92  0.32
112 H -1.45 5.63 -0.45  0.02
113 H 0.59 5.32 -1.50  0.23

Computed properties:
Spin multiplicity = 1
HOMO = -8.43 eV
Calculated total energy = -70909.943 eV
Kohn-Sham gap = 0.31224 Eh